[1]
The following is a DFT calculation (the ωB97M-V functional and the def2-TZVPD basis) of a cluster of 2 separate species, C4H11ClN2 in total in a non-equilibrium geometry.

Values from the calculation:
E, Ha: -728.56411
Lowest unoccupied orbital energy (alpha / beta), eV: 0.5 / 0.8
Kohn-Sham gap (alpha / beta), eV: 7.416 / 8.796
HOMO (alpha / beta), eV: -6.94 / -7.97
Energy relative to the best compared isomer or geometry (same formula, charge and spin), eV: 2.0314
F_max, eV Å⁻¹: 1.22
Multiplicity: 1

Last column: Löwdin charge in e.
Element x y z (Å)
Cl1 -2.74920 -0.58444 -0.01027  0.563
N1 -1.83904 1.77277 0.01311  -0.097
N2 -1.69809 0.57680 0.66098  -0.512
C1 0.25681 -0.64866 -1.38906  -0.112
C2 0.52688 -0.35967 0.04125  -0.427
C3 0.45095 -1.48886 1.00526  -0.098
C4 1.36586 0.81598 0.39507  -0.094
H1 1.05455 -1.26264 -1.81996  0.088
H2 -1.84127 1.72991 -1.00686  0.067
H3 -0.48706 -2.02827 0.88800  0.051
H4 0.52293 -1.12794 2.02796  0.078
H5 -0.67320 -1.20885 -1.49739  0.033
H6 0.19025 0.26741 -1.97540  0.070
H7 1.26369 -2.20267 0.83265  0.086
H8 -1.13653 2.40984 0.36683  0.073
H9 2.42003 0.52263 0.43428  0.087
H10 1.10024 1.20542 1.37717  0.076
H11 1.27221 1.61122 -0.34362  0.068

[2]
The following is a DFT calculation (the ωB97M-V functional and the def2-TZVPD basis) of a structure of composition C26H37Cl3N6OPdS in a non-equilibrium geometry.

Values from the calculation:
E, Ha: -3322.84278
Lowest unoccupied orbital energy (alpha / beta), eV: -4.8 / -7.7
Kohn-Sham gap (alpha / beta), eV: 7.297 / 4.481
Net charge: +2
HOMO (alpha / beta), eV: -12.15 / -12.15
F_max, eV Å⁻¹: 1.21
Multiplicity: 3

Last column: Löwdin charge in e.
Element x y z (Å)
Pd1 -0.72752 -1.29301 1.58044  1.024
Cl1 3.23748 3.16679 -5.07436  0.802
Cl2 -1.07442 6.23899 -4.39336  0.738
Cl3 0.49928 4.52619 -0.75296  0.729
S1 3.03718 5.67089 -1.82166  1.035
O1 2.36298 0.80869 -2.17476  -0.118
N1 0.01548 -0.60071 -2.70326  -0.044
N2 -0.37222 -1.19141 3.87554  -0.123
N3 -0.70882 -1.04601 -0.67446  -0.035
N4 1.13368 -2.64551 1.83304  -0.133
N5 -2.03322 -3.22571 1.84604  -0.103
N6 -2.81662 -0.31421 1.98644  -0.116
C1 -1.78112 -0.76771 -1.47106  -0.134
C2 -0.23442 2.53499 -3.20346  -0.064
C3 1.38678 -2.80731 3.26964  -0.181
C4 -0.14952 -4.76381 1.30124  -0.151
C5 -1.49592 -4.17131 0.86844  -0.202
C6 1.00178 4.54009 -4.64096  -0.120
C7 2.15898 1.77179 -1.16366  -0.172
C8 1.04648 2.29719 -3.69436  -0.197
C9 1.05378 -1.51451 4.01734  -0.187
C10 0.92548 -0.27761 -3.76886  -0.029
C11 1.64948 3.33309 -4.42626  -0.574
C12 -1.34192 -0.49421 -2.73366  -0.044
C13 0.35428 -0.94891 -1.45156  -0.143
C14 -0.27712 4.74259 -4.14196  -0.679
C15 2.74428 3.11649 -1.48016  -0.334
C16 -1.29272 1.07679 3.38104  -0.173
C17 -0.89952 3.72729 -3.42556  -0.135
C18 2.07848 4.31159 -1.34146  -0.955
C19 4.05298 3.31519 -1.97456  -0.164
C20 1.77558 0.99139 -3.46826  -0.250
C21 4.33888 4.62579 -2.20886  -0.402
C22 -3.62522 -1.45351 2.43174  -0.186
C23 -3.36792 -2.69501 1.56424  -0.181
C24 -2.73752 0.81349 2.92894  -0.185
C25 -0.76592 0.10609 4.44884  -0.185
C26 1.09368 -3.89451 1.06594  -0.194
H1 -1.89462 3.87689 -3.03726  0.111
H2 4.74468 2.51149 -2.14806  0.121
H3 -0.20872 -5.07141 2.34634  0.110
H4 1.37078 -1.11741 -1.14826  0.138
H5 0.36258 -0.13471 -4.69106  0.150
H6 -2.79282 -0.77821 -1.11496  0.093
H7 -4.15322 -3.43501 1.76644  0.141
H8 -1.88302 -0.24771 -3.62316  0.141
H9 1.33688 -1.63161 5.07264  0.141
H10 -1.38412 -3.64711 -0.08736  0.112
H11 -2.19862 -5.00411 0.72734  0.137
H12 -1.24232 2.08609 3.78874  0.126
H13 -4.69412 -1.21001 2.41654  0.139
H14 0.10188 0.56899 4.92814  0.128
H15 2.68248 1.34339 -0.30096  0.136
H16 -3.36692 0.62289 3.80024  0.128
H17 -2.04842 -3.66691 2.76464  0.135
H18 -3.34732 -1.68511 3.46454  0.120
H19 1.49148 5.32219 -5.19716  0.115
H20 1.09508 1.88389 -0.91036  0.094
H21 0.75528 -3.61501 3.64714  0.119
H22 -0.74242 1.78369 -2.61996  0.095
H23 1.87538 -2.05611 1.45014  0.127
H24 2.60888 0.95819 -4.18096  0.116
H25 -3.41652 -2.43051 0.50354  0.115
H26 5.25468 5.04119 -2.58076  0.076
H27 2.43438 -3.07661 3.46074  0.143
H28 -3.17522 0.01649 1.09294  0.116
H29 -3.11132 1.72279 2.45034  0.133
H30 1.14718 -3.62981 0.00614  0.118
H31 0.00688 -5.67121 0.71824  0.130
H32 -0.91622 -1.93841 4.30744  0.121
H33 1.61598 -1.11611 -3.90216  0.145
H34 -1.53062 -0.02741 5.21774  0.133
H35 -0.63432 1.03589 2.49354  0.097
H36 1.63878 -0.68731 3.59584  0.133
H37 1.97238 -4.50631 1.31364  0.135

[3]
The following is a DFT calculation (the ωB97M-V functional and the def2-TZVPD basis) of the ion C4H9NOS with charge -1 in a non-equilibrium geometry.

Values from the calculation:
E, Ha: -685.94412
Lowest unoccupied orbital energy (alpha / beta), eV: 3.5 / 3.4
Kohn-Sham gap (alpha / beta), eV: 2.556 / 8.467
Net charge: -1
HOMO (alpha / beta), eV: 0.99 / -5.07
Energy relative to the best compared isomer or geometry (same formula, charge and spin), eV: 0.7723
F_max, eV Å⁻¹: 1.94
Multiplicity: 2

Last column: Löwdin charge in e.
Element x y z (Å)
S1 -0.27466 1.93204 1.52299  0.312
O1 -1.48679 1.31447 -2.51170  -0.001
N1 -1.18537 -0.29178 -0.91232  0.008
C1 0.47018 0.25338 1.74102  -0.697
C2 -1.02700 0.26231 -2.14406  -0.428
C3 -0.14864 -1.07573 -0.31825  -0.277
C4 1.00843 -0.35205 0.44338  -0.337
H1 0.37431 -1.62072 -1.11715  0.099
H2 -0.38894 -0.34429 -2.80484  0.123
H3 1.21816 0.37896 2.52321  0.004
H4 1.69370 -1.18913 0.60072  0.077
H5 1.54425 0.38789 -0.14598  0.075
H6 -0.47914 -1.94024 0.25600  0.104
H7 0.92999 2.45519 1.12760  -0.199
H8 -1.90378 0.19296 -0.38487  0.109
H9 -0.34469 -0.36325 2.12425  0.029

[4]
The following is a DFT calculation (the ωB97M-V functional and the def2-TZVPD basis) of a structure of composition C6H15NSi in a non-equilibrium geometry.

Values from the calculation:
E, Ha: -581.79092
Lowest unoccupied orbital energy, eV: 0.8
Kohn-Sham gap, eV: 9.046
HOMO, eV: -8.27
Energy relative to the best compared isomer or geometry (same formula, charge and spin), eV: 1.4553
F_max, eV Å⁻¹: 5.23
Multiplicity: 1

Last column: Löwdin charge in e.
Element x y z (Å)
Si1 -0.94443 0.57980 0.36167  0.652
N1 -1.96694 1.46694 -0.77020  -0.076
C1 2.35389 -0.08259 -0.11219  -0.283
C2 -0.93375 -1.23513 -0.13842  -0.359
C3 1.44335 0.91555 -0.19006  -0.068
C4 3.73647 0.05287 -0.69230  -0.140
C5 -2.18875 -1.88105 -0.66622  -0.166
C6 -1.28571 0.92970 2.18591  -0.198
H1 3.87875 1.07377 -1.19083  0.095
H2 -2.47747 -1.24107 -1.40458  0.007
H3 1.58289 1.91795 -0.40590  -0.022
H4 -0.17718 -1.24614 -0.88538  0.039
H5 -1.57822 1.92353 -1.57055  0.017
H6 -0.57766 0.31498 2.65800  -0.006
H7 4.55427 0.15512 0.03883  0.066
H8 -1.23157 2.01420 2.54344  0.056
H9 -2.46275 2.18690 -0.26306  0.013
H10 -3.07728 -1.89667 -0.06343  0.061
H11 -1.96000 -2.87739 -1.21441  0.107
H12 2.11995 -1.12895 0.06520  0.073
H13 -0.40729 -1.76709 0.64757  0.064
H14 3.93869 -0.78493 -1.26834  0.034
H15 -2.33926 0.60969 2.33527  0.034